Molecular formula: C4H12NO
Method: DFT, the ωB97M-V functional and the def2-TZVPD basis

Geometry as XYZ:
```
18
Properties=species:S:1:pos:R:3
O -3.11 0.26 -0.04
N -0.53 0.62 -0.21
C 1.02 -1.29 -0.15
C -2.07 -0.38 0.40
C 1.88 1.07 -0.03
C 0.75 0.12 0.36
H 2.80 0.73 0.43
H -0.52 0.57 -1.23
H -3.46 -0.03 -0.90
H 2.02 -1.60 0.16
H 0.32 -2.01 0.24
H 0.63 0.11 1.44
H -0.73 1.57 0.08
H -1.90 -0.24 1.47
H 1.00 -1.32 -1.24
H 2.02 1.08 -1.11
H 1.68 2.08 0.32
H -1.81 -1.35 0.00
```

Total charge: +1
F_max, eV/Å: 2.4
Energy above the lowest of the compared OMol25 structures with the same formula, charge and spin, kJ/mol: 123.40



Molecular formula: C4H12NO
Method: DFT, the ωB97M-V functional and the def2-TZVPD basis

Geometry as XYZ:
```
18
Properties=species:S:1:pos:R:3
O -0.89 0.19 0.55
N -0.66 1.26 -1.75
C 0.31 -0.15 1.34
C -1.43 0.81 -2.64
C 0.32 -1.64 1.60
C 1.52 0.31 0.54
H -1.61 -0.39 0.85
H 0.43 -2.17 0.65
H 1.45 1.38 0.35
H -0.63 -1.96 2.04
H 2.42 0.15 1.13
H 1.62 -0.24 -0.39
H 1.12 -1.95 2.27
H 0.00 2.00 -1.99
H 0.23 0.43 2.26
H -2.06 -0.04 -2.41
H -0.65 0.74 -0.77
H -1.49 1.27 -3.63
```

Total charge: +1
F_max, eV/Å: 1.0
Energy above the lowest of the compared OMol25 structures with the same formula, charge and spin, kJ/mol: 113.15



Molecular formula: C4H12NO2
Method: DFT, the ωB97M-V functional and the def2-TZVPD basis

Geometry as XYZ:
```
19
Properties=species:S:1:pos:R:3
O -1.09 -1.71 -2.88
O 2.62 -0.29 0.40
N 0.25 0.23 -0.75
C 1.66 0.10 1.31
C -0.87 0.93 1.32
C -2.20 0.83 0.53
C 0.20 0.01 0.71
H 1.92 1.13 1.56
H -2.21 1.45 -0.35
H -2.33 -0.23 0.32
H -0.43 1.93 1.24
H -1.06 0.71 2.37
H 1.61 -0.55 2.22
H -0.05 -1.04 0.89
H 0.81 -0.56 -1.05
H 0.90 0.98 -0.90
H -3.01 1.10 1.22
H -0.55 -1.12 -2.33
H -1.91 -1.22 -2.95
```

Total charge: -1
F_max, eV/Å: 1.8
Energy above the lowest of the compared OMol25 structures with the same formula, charge and spin, kJ/mol: 87.54



Molecular formula: C4H12NO2
Method: DFT, the ωB97M-V functional and the def2-TZVPD basis

Geometry as XYZ:
```
19
Properties=species:S:1:pos:R:3
O -1.07 -1.83 -1.97
O 0.32 2.44 -1.12
N 0.63 0.09 -0.82
C 0.47 -0.46 0.56
C -0.96 -0.46 1.06
C -0.27 1.27 -1.27
C 1.38 0.24 1.56
H -0.24 -1.32 -1.93
H 2.42 -0.09 1.42
H -0.53 0.98 -2.33
H 1.08 0.08 2.60
H -1.30 0.56 1.22
H 1.52 0.57 -0.81
H -1.03 -0.91 2.06
H 0.79 -1.50 0.46
H -1.70 -1.14 -1.73
H -1.64 -0.95 0.37
H -1.23 1.12 -0.72
H 1.37 1.31 1.39
```

Total charge: -1
F_max, eV/Å: 1.1
Energy above the lowest of the compared OMol25 structures with the same formula, charge and spin, kJ/mol: 70.65



Molecular formula: C4H12NO2
Method: DFT, the ωB97M-V functional and the def2-TZVPD basis

Geometry as XYZ:
```
19
Properties=species:S:1:pos:R:3
O 1.75 -1.44 0.90
O 2.77 -0.85 -1.35
N -2.30 1.45 -0.35
C -2.03 0.11 -0.04
C -0.59 -0.45 -0.43
C 1.28 -0.16 1.21
C 0.46 0.47 0.06
H -0.22 1.31 0.53
H 1.06 1.01 -0.67
H -0.60 -1.34 0.20
H -2.79 -0.53 -0.53
H -0.62 2.00 0.96
H -0.57 -0.60 -1.50
H 0.80 -0.17 2.18
H -2.79 1.55 -1.23
H 2.42 -1.32 -2.11
H -2.25 -0.16 1.03
H 2.19 0.48 1.22
H 2.03 -1.36 -0.09
```

Total charge: -1
F_max, eV/Å: 3.2
Energy above the lowest of the compared OMol25 structures with the same formula, charge and spin, kJ/mol: 619.54



Molecular formula: C4H12NO2
Method: DFT, the ωB97M-V functional and the def2-TZVPD basis

Geometry as XYZ:
```
19
Properties=species:S:1:pos:R:3
O -0.15 -0.50 2.76
O 0.55 2.81 -1.84
N 0.97 0.69 0.12
C -0.20 -1.55 2.15
C -0.89 -1.72 0.81
C 0.30 -0.22 -0.84
C -1.03 -0.51 -0.11
H 0.99 1.61 -0.21
H 0.98 -1.12 -1.06
H 0.03 0.24 -1.84
H 2.00 0.57 0.20
H -0.35 -2.50 0.26
H -0.12 3.48 -2.05
H 0.65 0.68 1.08
H -1.27 0.42 0.48
H -1.88 -0.54 -0.97
H -1.78 -2.09 1.20
H 0.97 2.66 -2.70
H 0.24 -2.41 2.57
```

Total charge: +1
F_max, eV/Å: 3.7
Energy above the lowest of the compared OMol25 structures with the same formula, charge and spin, kJ/mol: 186.47



Molecular formula: C4H12NO2
Method: DFT, the ωB97M-V functional and the def2-TZVPD basis

Geometry as XYZ:
```
19
Properties=species:S:1:pos:R:3
O 0.56 2.33 -0.05
O 0.34 -3.01 -0.11
N 0.43 -0.28 -0.24
C -0.78 0.23 1.84
C 0.60 -0.33 -1.72
C -0.76 0.39 0.34
C -0.55 1.90 0.02
H -0.24 -0.88 -2.12
H -0.23 -3.58 -0.64
H -1.44 2.53 -0.12
H 0.18 0.47 2.30
H 0.54 -1.25 0.09
H 0.93 -3.49 0.48
H -1.58 0.82 2.28
H 0.62 0.68 -2.13
H -0.99 -0.79 2.18
H 1.55 -0.79 -1.93
H 1.23 0.18 0.21
H -1.67 0.12 -0.19
```

Total charge: +1
F_max, eV/Å: 1.7
Energy above the lowest of the compared OMol25 structures with the same formula, charge and spin, kJ/mol: 115.18



Molecular formula: C4H12NO2
Method: DFT, the ωB97M-V functional and the def2-TZVPD basis

Geometry as XYZ:
```
19
Properties=species:S:1:pos:R:3
O -3.09 0.31 0.22
O 1.74 -1.47 -0.83
N -0.31 -0.28 0.35
C 0.35 1.85 -0.75
C -0.18 -1.01 1.67
C 0.82 0.59 -0.05
C 1.80 -0.28 -0.83
H 0.00 -0.27 2.44
H -0.43 1.76 -1.49
H 1.24 0.86 0.93
H -0.50 -1.08 -0.27
H 1.26 2.37 -1.09
H -1.10 -1.57 1.81
H 0.04 2.51 0.06
H -1.23 0.19 0.31
H 0.61 -1.75 1.56
H -3.33 1.19 -0.10
H 2.44 0.27 -1.55
H -3.93 -0.14 0.32
```

Total charge: +1
F_max, eV/Å: 1.8
Energy above the lowest of the compared OMol25 structures with the same formula, charge and spin, kJ/mol: 132.36



So what do the calculations give for total energy? Going down the list: -289.32786 -289.33176 -364.82216 -364.82859 -364.61953 -364.56420 -364.59136 -364.58481 hartree.
So what do the calculations give for gap between HOMO and LUMO? Going down the list: 12.38 10.55 6.28 6.69 6.11 10.73 11.31 11.24 eV.